Density functional theory data (the ωB97M-V functional and the def2-TZVPD basis) for a molecular structure, C11H17DyS3.

The geometry in XYZ format:
```
32
C11H17DyS3 (the ωB97M-V functional and the def2-TZVPD basis)
Dy -0.36395 -0.37109 -0.29288
C 0.19184 1.86592 0.82122
C 0.40434 0.90183 1.83605
C 1.49326 0.09275 1.44324
C 1.93191 0.54219 0.17845
C 1.13001 1.64005 -0.19836
H -0.51488 2.68226 0.86093
H -0.11372 0.85842 2.78231
H 1.94990 -0.68883 2.03041
H 2.81618 0.20296 -0.34222
H 1.31852 2.29564 -1.03675
C -3.84559 -2.16739 -0.62562
C -4.04901 -0.86793 0.13895
S -2.73970 -0.27106 1.22474
C -2.51336 -1.52177 2.50912
C -1.91525 -2.86953 2.12148
S -0.32484 -2.76821 1.25486
C -0.45524 -4.02258 -0.03714
C -1.67876 -3.98524 -0.95107
S -2.25739 -2.35244 -1.50546
H -4.62843 -2.24312 -1.38008
H -3.95328 -3.03443 0.02019
H -4.95617 -0.94420 0.74149
H -4.21739 -0.03276 -0.54383
H -3.49072 -1.67508 2.97084
H -1.89924 -1.01976 3.25770
H -2.59720 -3.44802 1.50543
H -1.73876 -3.44179 3.03219
H -0.38826 -5.00287 0.43699
H 0.46724 -3.91278 -0.61174
H -2.53883 -4.47602 -0.49910
H -1.45133 -4.55612 -1.85103
```

The HOMO energy (spin up / spin down) comes out at -16.26 / -16.25 eV. Its total charge is +2. The calculation puts the HOMO-LUMO gap (spin up / spin down) at 8.575 / 8.330 eV. The molecular weight comes out at 407.96 u. As for the total energy: -68257.49999 eV. The spin multiplicity is 6.